Below is 2 unconnected molecules or ions with the total composition C2HClN2S at a distorted geometry, with properties calculated with ωB97M-V/def2-TZVPD.

Geometry as ORCA input:
```
! wB97M-V def2-TZVPD RIJCOSX def2/J DEFGRID3
* xyz 0 1
C 0.999 0.362 -0.015
C 0.838 -0.989 0.036
N 0.106 1.264 0.001
N -1.750 0.102 0.260
S 0.652 -2.514 -0.086
Cl -2.899 1.099 -0.128
H 2.054 0.675 -0.068
*
```

Computed properties:
E_HOMO (alpha / beta) = -7.4729 / -7.2859 eV
Relative energy (zero: lowest compared OMol25 entry of this formula, charge and spin) = 7.319 eV
Calculated total energy = -28419.227 eV

Population analysis type Mulliken, resulting atomic charges in e: number 1, C, carries 0.230; number 2, C, carries 0.284; number 3, N, carries -0.424; number 4, N, carries -0.235; number 5, S, carries -0.170; number 6, Cl, carries -0.006; number 7, H, carries 0.320